C22H40BFN10O9P2S2 | wB97M-V/def2-TZVPD

The electronic energy is -3689.96401 hartree.

Each line ends with the Mulliken charge.
Cartesian coordinates (Å):
N  -5.751  0.804  3.257  -0.415
C  -4.812  0.798  2.332  0.436
O  -3.622  0.859  1.421  -0.290
C  -2.560  1.480  2.254  0.049
C  -1.777  0.530  3.334  0.375
C  -0.619  1.063  4.362  0.383
C  -0.279  2.661  4.254  0.425
B  0.833  3.331  5.263  0.431
N  0.478  3.502  6.731  -0.674
O  2.172  3.822  4.789  -0.525
C  -1.035  3.663  3.147  -0.103
N  -0.676  5.138  3.040  -0.459
C  0.323  5.155  2.060  0.189
S  1.322  5.190  0.653  0.078
C  -2.198  3.097  2.131  0.076
S  -3.154  4.103  0.871  1.208
O  -2.947  3.601  -0.608  -0.509
O  -2.788  5.631  0.866  -0.527
F  -4.874  4.058  1.169  -0.292
C  -0.071  -0.142  5.323  0.179
O  0.918  -0.084  6.226  -0.483
N  -0.952  -1.339  4.906  -0.049
O  -1.696  -1.485  6.030  -0.375
C  -1.878  -1.063  3.704  0.047
O  -2.607  -1.962  3.038  -0.497
H  -0.414  2.952  6.905  0.272
H  0.214  4.518  6.869  0.292
H  2.349  4.635  5.368  0.307
H  -2.089  -0.579  6.289  0.377
O  3.607  5.132  -2.123  -0.764
P  4.570  4.899  -3.313  0.816
N  3.425  3.962  -4.177  0.207
C  3.148  2.568  -3.891  -0.983
C  2.168  4.662  -4.464  -1.073
N  5.630  3.889  -2.421  0.240
C  5.991  2.516  -2.727  -1.158
C  5.726  4.104  -0.976  -1.005
N  5.677  4.631  -4.680  -0.045
C  6.893  5.459  -4.529  -1.112
C  5.177  4.885  -6.041  -0.933
H  3.992  1.943  -4.176  0.291
H  2.322  2.181  -4.498  0.361
H  2.900  2.404  -2.837  0.243
H  2.377  5.655  -4.875  0.341
H  1.555  4.786  -3.565  0.271
H  1.575  4.134  -5.219  0.338
H  5.261  1.805  -2.326  0.359
H  6.963  2.264  -2.284  0.394
H  6.111  2.335  -3.798  0.299
H  4.892  3.629  -0.448  0.268
H  5.727  5.174  -0.741  0.299
H  6.663  3.709  -0.569  0.312
H  6.652  6.526  -4.600  0.354
H  7.636  5.211  -5.295  0.401
H  7.382  5.294  -3.565  0.323
H  4.725  5.880  -6.121  0.336
H  4.446  4.135  -6.359  0.255
H  5.986  4.814  -6.779  0.375
O  -2.417  -7.789  1.328  -0.848
P  -3.561  -6.998  0.649  0.852
N  -2.910  -7.223  -0.921  0.212
C  -1.809  -6.444  -1.453  -0.992
C  -2.750  -8.628  -1.309  -1.144
N  -3.072  -5.488  1.296  0.304
C  -2.707  -4.295  0.551  -0.907
C  -2.371  -5.489  2.582  -0.941
N  -4.877  -6.088  -0.133  0.001
C  -5.939  -5.775  0.847  -1.101
C  -5.553  -6.697  -1.289  -0.945
H  -2.122  -5.420  -1.644  0.291
H  -1.490  -6.805  -2.437  0.352
H  -0.939  -6.453  -0.789  0.284
H  -3.666  -9.186  -1.090  0.342
H  -1.922  -9.107  -0.776  0.326
H  -2.575  -8.732  -2.386  0.336
H  -1.653  -4.309  0.254  0.357
H  -2.857  -3.396  1.163  0.160
H  -3.325  -4.142  -0.337  0.290
H  -1.311  -5.734  2.454  0.292
H  -2.819  -6.215  3.269  0.310
H  -2.444  -4.518  3.084  0.209
H  -6.432  -6.689  1.196  0.353
H  -6.692  -5.109  0.411  0.389
H  -5.545  -5.256  1.725  0.310
H  -5.891  -7.715  -1.063  0.335
H  -4.913  -6.724  -2.176  0.263
H  -6.425  -6.105  -1.594  0.371